Record 1
A structure of composition C16H34F6MnN2O6, computed with the ωB97M-V functional and the def2-TZVPD basis.

ORCA input file:
```
! RIJCOSX wB97M-V def2-TZVPD def2/J DEFGRID3
* xyz -1 7
Mn 0.69 -0.16 0.29
F 3.60 2.91 -1.25
F 2.94 4.83 -0.96
F -0.62 0.55 5.19
F -2.30 0.63 3.87
F -2.09 -0.96 5.23
F 3.75 3.81 0.67
O -1.48 -2.03 2.68
O -1.27 0.56 -0.28
O 1.44 1.88 0.48
O 0.21 -0.51 2.40
O 0.60 3.18 -1.26
O 1.03 -0.04 -1.95
N -0.41 -2.05 -0.17
N 2.59 -1.23 0.10
C -0.65 -1.13 3.42
C 1.53 3.15 -0.16
C -1.54 -1.82 -0.96
C -2.22 -0.55 -0.42
C 3.25 -0.52 -1.02
C 2.95 3.70 -0.40
C 2.38 -0.44 -2.30
C -2.81 -4.10 2.41
C 0.40 0.69 -2.98
C -1.41 -0.18 4.43
C -2.42 -3.07 -1.02
C -1.91 1.67 0.38
C 0.15 4.54 -1.60
C -1.25 4.29 -2.15
C -1.94 -3.19 3.39
C 4.59 -1.23 -1.38
H -0.63 0.91 -2.68
H -0.80 -2.50 0.64
H -1.27 -1.69 -2.00
H 0.00 -2.81 -0.69
H 5.12 -0.79 -2.22
H 2.31 -1.40 -2.81
H 0.00 -1.73 4.05
H 1.15 3.82 0.61
H -1.89 4.01 -1.31
H -1.27 2.54 0.47
H 0.38 0.15 -3.92
H -1.56 5.24 -2.59
H 2.87 0.25 -2.99
H -1.80 -3.96 -0.91
H 3.15 -1.53 0.89
H 4.40 -2.29 -1.59
H -2.86 1.95 -0.08
H -2.98 -0.29 -1.16
H -1.14 -3.84 3.75
H -2.08 1.40 1.42
H -2.24 -4.46 1.54
H -3.76 -3.61 2.22
H 0.78 4.85 -2.44
H -2.57 -2.98 4.25
H 2.50 -2.17 -0.27
H 0.97 1.62 -3.06
H -3.14 -4.97 2.98
H -2.94 -3.13 -1.97
H 0.17 5.34 -0.86
H -1.35 3.50 -2.90
H -2.73 -0.78 0.52
H 5.29 -1.21 -0.54
H 3.40 0.51 -0.72
H -3.25 -3.10 -0.31
*
```

lowest unoccupied orbital energy (spin up / spin down) = 2.70 / 2.65 eV
Kohn-Sham gap (spin up / spin down) = 2.432 / 8.099 eV
DFT total energy = -80032.366 eV

Atom-resolved charges from Mulliken, all expressed in e:
1 Mn -2.107
2 F -0.285
3 F -0.294
4 F -0.287
5 F -0.280
6 F -0.284
7 F -0.311
8 O -0.068
9 O 0.726
10 O -0.729
11 O -0.725
12 O -0.008
13 O 1.228
14 N 1.936
15 N 0.783
16 C -0.228
17 C -0.449
18 C 1.292
19 C -1.647
20 C 2.346
21 C 0.713
22 C -1.626
23 C -1.266
24 C -1.165
25 C 0.701
26 C -2.173
27 C -0.613
28 C -0.460
29 C -1.039
30 C -0.594
31 C -2.357
32 H 0.120
33 H -0.433
34 H 0.147
35 H -0.681
36 H 0.365
37 H 0.548
38 H 0.203
39 H 0.261
40 H 0.219
41 H 0.065
42 H 0.449
43 H 0.434
44 H 0.365
45 H 0.434
46 H -0.053
47 H 0.605
48 H 0.321
49 H 0.627
50 H 0.398
51 H -0.038
52 H 0.279
53 H 0.289
54 H 0.328
55 H 0.329
56 H -0.390
57 H 0.354
58 H 0.479
59 H 0.580
60 H 0.368
61 H 0.214
62 H 0.409
63 H 0.315
64 H 0.108
65 H 0.252

Record 2
The ion C5H6N3 with charge +1, computed with the ωB97M-V functional and the def2-TZVPD basis.

ORCA input file:
```
! RIJCOSX wB97M-V def2-TZVPD def2/J DEFGRID3
* xyz 1 1
N 0.29 1.63 0.10
N -2.81 -0.05 -0.21
N 0.47 -0.64 -0.09
C -1.75 0.24 0.23
C 1.64 1.30 -0.12
C 1.72 -0.07 -0.09
C -0.43 0.40 0.01
C 0.08 -1.90 0.04
H 2.34 2.05 0.05
H -3.71 -0.16 0.21
H 2.61 -0.52 -0.11
H -0.92 -1.95 0.17
H 0.68 -2.80 -0.34
H -0.21 2.47 0.15
*
```

lowest unoccupied orbital energy (spin up / spin down) = -4.97 / -5.33 eV
energy relative to the best compared isomer or geometry (same formula, charge and spin) = 74.66 kcal/mol
Kohn-Sham gap (spin up / spin down) = 7.208 / 7.162 eV
SMILES = C=[n+]1cc[nH]c1=C=N
DFT total energy = -9741.898 eV

Atom-resolved charges from Mulliken, all expressed in e:
1 N -0.077
2 N -0.245
3 N 0.075
4 C -0.149
5 C -0.307
6 C -0.342
7 C 0.341
8 C -0.277
9 H 0.406
10 H 0.322
11 H 0.495
12 H 0.315
13 H 0.251
14 H 0.190

Record 3
A cluster of 9 separate species, H18O9 in total, computed with the ωB97M-V functional and the def2-TZVPD basis.

ORCA input file:
```
! RIJCOSX wB97M-V def2-TZVPD def2/J DEFGRID3
* xyz 0 1
O -5.20 1.97 0.90
O 3.10 4.83 -0.20
O -0.41 0.12 -0.01
O 1.71 -0.56 -0.97
O -2.26 -0.28 -1.89
O 4.47 -1.32 -0.18
O 2.81 0.06 2.20
O 0.76 -3.84 0.45
O -4.31 -0.86 0.80
H 2.13 -1.32 -1.48
H 2.24 4.72 -0.59
H -3.14 -0.49 -1.40
H 1.80 -0.92 -0.14
H 3.51 -1.07 -0.41
H -5.23 -1.07 0.51
H 0.31 -3.65 -0.47
H -5.97 1.79 0.34
H -4.55 2.41 0.42
H 3.56 5.15 -0.92
H -2.29 -0.90 -2.58
H 0.30 0.75 -0.14
H 2.49 0.26 1.26
H 1.50 -4.43 0.13
H -0.75 0.13 0.83
H 2.35 0.54 2.89
H 4.76 -0.58 0.33
H -3.70 -1.43 0.33
*
```

lowest unoccupied orbital energy = 0.11 eV
energy relative to the best compared isomer or geometry (same formula, charge and spin) = 110.66 kcal/mol
Kohn-Sham gap = 10.932 eV
SMILES = O.O.O.O.O.O.O.O.O
DFT total energy = -18717.337 eV

Atom-resolved charges from Mulliken, all expressed in e:
1 O -0.609
2 O -0.613
3 O -0.616
4 O -0.670
5 O -0.564
6 O -0.605
7 O -0.606
8 O -0.659
9 O -0.604
10 H 0.319
11 H 0.312
12 H 0.287
13 H 0.317
14 H 0.309
15 H 0.311
16 H 0.322
17 H 0.304
18 H 0.297
19 H 0.301
20 H 0.288
21 H 0.304
22 H 0.336
23 H 0.329
24 H 0.299
25 H 0.299
26 H 0.314
27 H 0.298

Record 4
A structure of composition C29H36N6OP2Pt, computed with the ωB97M-V functional and the def2-TZVPD basis.

ORCA input file:
```
! RIJCOSX wB97M-V def2-TZVPD def2/J DEFGRID3
* xyz 2 1
Pt 2.67 -1.14 -0.34
P 3.93 -2.92 0.18
P 4.71 -0.13 -0.45
O -10.13 0.66 -0.07
N -3.71 0.85 -0.56
N -3.99 -1.30 -0.05
N 2.98 4.66 1.40
N 1.19 0.30 -1.00
N 2.83 2.23 0.95
N 0.82 -2.22 -0.23
C -6.04 0.07 -0.21
C 2.87 5.15 2.78
C 5.34 0.53 1.13
C -0.60 -4.11 0.13
C 2.90 3.37 1.15
C 3.93 -4.08 -1.24
C 5.96 -1.43 -0.76
C -1.57 -1.94 -0.11
C -1.16 0.82 -0.81
C -7.99 1.47 -0.45
C -0.08 -0.06 -0.70
C 5.02 1.17 -1.66
C -11.02 -0.39 0.29
C 3.56 -3.86 1.68
C 1.41 1.52 -1.45
C -0.89 2.14 -1.24
C -4.60 -0.15 -0.26
C -8.25 -0.84 0.21
C -6.87 -0.99 0.15
C -8.81 0.40 -0.09
C -6.63 1.31 -0.50
C 0.65 -3.52 -0.05
C 3.21 5.62 0.34
C -2.67 -1.03 -0.20
C 0.39 2.47 -1.58
C -2.45 0.30 -0.52
C -1.72 -3.32 0.13
C 5.70 -2.48 0.32
C -0.29 -1.43 -0.31
H 4.86 0.04 1.98
H -0.66 -5.18 0.28
H 5.89 -2.06 1.30
H 3.20 5.12 -0.63
H -2.71 -3.72 0.29
H -10.95 -1.22 -0.41
H 3.90 -4.89 1.57
H 4.11 -3.40 2.51
H 5.12 1.59 1.20
H 0.63 3.46 -1.95
H 5.86 -1.84 -1.77
H -10.81 -0.74 1.31
H 4.82 -3.90 -1.84
H -6.02 2.16 -0.79
H 6.05 1.52 -1.54
H 4.88 0.80 -2.67
H -6.43 -1.95 0.38
H 6.95 -0.99 -0.68
H -8.86 -1.68 0.49
H 2.68 4.32 3.45
H 3.95 -5.11 -0.89
H 2.43 6.38 0.35
H -8.45 2.42 -0.68
H 3.80 5.64 3.07
H 6.42 0.37 1.18
H 2.05 5.87 2.84
H 4.35 2.01 -1.48
H 2.41 1.75 -1.76
H 3.05 -3.93 -1.87
H -1.68 2.87 -1.31
H 1.53 -4.15 -0.05
H -3.95 1.81 -0.75
H 4.18 6.11 0.47
H 6.30 -3.39 0.22
H 2.50 -3.85 1.93
H -12.01 0.04 0.25
*
```

lowest unoccupied orbital energy = -5.76 eV
energy relative to the best compared isomer or geometry (same formula, charge and spin) = 0.00 kcal/mol
Kohn-Sham gap = 5.976 eV
DFT total energy = -63460.668 eV

Atom-resolved charges from Mulliken, all expressed in e:
1 Pt 0.734
2 P 0.624
3 P 0.785
4 O -0.450
5 N -0.145
6 N -0.810
7 N -0.014
8 N -0.530
9 N -0.473
10 N -0.564
11 C 0.430
12 C -0.962
13 C -1.399
14 C -1.332
15 C 0.500
16 C -1.409
17 C -0.970
18 C 0.496
19 C 0.507
20 C -0.846
21 C 0.390
22 C -1.028
23 C -0.846
24 C -1.312
25 C -0.347
26 C -0.414
27 C 0.291
28 C -0.454
29 C -0.807
30 C 0.934
31 C -0.424
32 C 0.164
33 C -0.908
34 C 0.584
35 C -0.880
36 C -0.057
37 C -0.449
38 C -0.835
39 C -0.013
40 H 0.389
41 H 0.455
42 H 0.429
43 H 0.287
44 H 0.624
45 H 0.349
46 H 0.416
47 H 0.395
48 H 0.376
49 H 0.508
50 H 0.347
51 H 0.351
52 H 0.449
53 H 0.246
54 H 0.461
55 H 0.409
56 H 0.458
57 H 0.508
58 H 0.419
59 H 0.324
60 H 0.359
61 H 0.328
62 H 0.435
63 H 0.332
64 H 0.432
65 H 0.331
66 H 0.137
67 H 0.358
68 H 0.430
69 H 0.468
70 H 0.674
71 H 0.181
72 H 0.330
73 H 0.511
74 H 0.487
75 H 0.244

Record 5
A structure of composition C35H33N7O5S2Sc, computed with the ωB97M-V functional and the def2-TZVPD basis.

ORCA input file:
```
! RIJCOSX wB97M-V def2-TZVPD def2/J DEFGRID3
* xyz -1 1
Sc 1.55 0.39 0.14
S 3.76 1.84 -0.23
S 3.70 0.06 2.74
O 3.15 -2.05 -5.97
O 3.72 -2.75 -1.63
O 3.92 -3.12 -4.17
O 1.16 0.43 2.02
O 2.70 -1.30 -0.26
N 5.94 2.44 4.44
N 6.11 4.30 1.04
N -0.29 -0.91 -0.28
N 1.79 0.19 -2.29
N 1.96 -0.09 -4.46
N -2.53 -1.46 0.06
N -1.98 0.71 -0.37
C 3.04 -1.74 -1.40
C 0.65 1.91 -3.73
C 5.35 2.06 3.53
C -0.26 4.51 -0.58
C -6.30 -0.51 1.63
C 0.64 -4.98 0.21
C -6.20 -1.23 0.45
C 1.92 0.56 3.15
C -4.95 -1.52 -0.07
C 5.45 3.37 1.14
C 1.46 0.69 -3.47
C 4.58 1.55 2.43
C -1.31 1.97 -0.44
C 1.49 -0.48 4.19
C 4.59 2.20 1.23
C -5.15 -0.12 2.30
C -1.53 -0.54 -0.19
C -1.63 4.33 -0.71
C 3.26 -2.15 -4.76
C 0.30 -4.49 -1.04
C -3.88 -0.43 1.82
C -0.04 -3.15 -1.23
C 2.54 -0.93 -2.54
C -2.18 3.06 -0.63
C -0.42 -2.65 -2.60
C -3.80 -1.13 0.61
C -0.02 -2.30 -0.12
C 0.64 -4.12 1.30
C 0.07 2.08 -0.32
C 2.65 -1.13 -3.89
C -3.68 2.89 -0.75
C 0.55 3.40 -0.39
C 1.82 1.99 3.71
C -2.65 -0.03 2.59
C 0.31 -2.79 1.14
H -2.90 0.10 3.65
H 3.87 -3.02 -3.16
H -3.95 2.25 -1.60
H -4.16 3.85 -0.91
H 1.06 2.52 3.13
H -2.29 5.18 -0.86
H 1.19 2.61 -4.36
H 0.92 -4.49 2.28
H -1.87 -0.78 2.50
H 0.17 5.50 -0.63
H -1.45 -2.90 -2.84
H 2.02 -0.34 5.13
H -5.23 0.42 3.24
H -7.27 -0.27 2.04
H 0.22 -3.11 -3.36
H 0.31 -5.15 -1.90
H -2.28 -2.43 -0.02
H 1.51 1.98 4.75
H 1.69 -1.49 3.82
H -2.99 0.77 -0.37
H -2.23 0.91 2.23
H -0.31 -1.57 -2.67
H -0.29 1.65 -4.23
H 0.41 2.39 -2.78
H 1.88 0.03 -5.46
H -7.09 -1.54 -0.08
H -4.12 2.45 0.15
H 2.75 2.56 3.64
H 1.62 3.57 -0.30
H -4.84 -2.05 -1.00
H 0.92 -6.02 0.32
H 0.41 -0.37 4.35
H 0.35 -2.09 1.96
*
```

lowest unoccupied orbital energy = 2.01 eV
Kohn-Sham gap = 7.402 eV
DFT total energy = -99879.295 eV

Atom-resolved charges from Mulliken, all expressed in e:
1 Sc -1.740
2 S -0.466
3 S -0.287
4 O -0.672
5 O -0.969
6 O -0.581
7 O 0.072
8 O -0.099
9 N -0.586
10 N -0.553
11 N 1.943
12 N 0.744
13 N -0.002
14 N 0.379
15 N 0.228
16 C 0.824
17 C -1.135
18 C 0.234
19 C -1.248
20 C -0.646
21 C -0.781
22 C -0.613
23 C 1.459
24 C -0.677
25 C -0.307
26 C -0.008
27 C -0.417
28 C 0.554
29 C -1.860
30 C 1.437
31 C -0.758
32 C -0.205
33 C -0.927
34 C 0.512
35 C -0.740
36 C 1.614
37 C 1.626
38 C -0.277
39 C 1.080
40 C -1.654
41 C -0.460
42 C -1.413
43 C -1.028
44 C 0.764
45 C 0.145
46 C -1.498
47 C -0.419
48 C -1.398
49 C -1.238
50 C 0.200
51 H 0.542
52 H 0.424
53 H 0.343
54 H 0.398
55 H 0.189
56 H 0.324
57 H 0.469
58 H 0.424
59 H 0.055
60 H 0.434
61 H 0.342
62 H 0.486
63 H 0.423
64 H 0.398
65 H 0.479
66 H 0.456
67 H 0.344
68 H 0.388
69 H 0.393
70 H 0.033
71 H 0.233
72 H -0.015
73 H 0.318
74 H -0.018
75 H 0.233
76 H 0.388
77 H 0.288
78 H 0.329
79 H 0.310
80 H 0.489
81 H 0.395
82 H 0.343
83 H 0.209